Record 1
Formula: H2
Source: OMol25
Level of theory: ωB97M-V/def2-TZVPD

```
2
Properties=species:S:1:pos:R:3:forces:R:3
H -0.6742 0.1315 0.6715 2.3 -0.4 -2.3
H 0.6742 -0.1315 -0.6715 -2.3 0.4 2.3
```
Positions in Å, forces in eV/Å.

Results
Strongest force on any atom   0.06308 Eh/bohr
Multiplicity   1
Electronic energy   -0.98563 hartree

The computed Mulliken charges, all in e, follow: atom 1 (H): 0.000, atom 2 (H): 0.000



Record 2
Formula: C2H6N4O2
Source: OMol25
Level of theory: ωB97M-V/def2-TZVPD

```
14
Properties=species:S:1:pos:R:3:forces:R:3
C 1.4339 0.0580 -0.0744 -2.9 -0.8 0.2
C -1.4870 -0.5457 0.2566 7.9 -2.2 2.3
N -0.1284 0.1180 0.2034 0.0 1.6 0.1
N 1.9945 1.1685 -0.2616 -2.2 -0.3 0.4
N -2.5515 0.1280 -0.1267 -1.5 5.8 -1.8
N 1.9167 -1.2160 0.0319 -0.3 0.8 -0.3
O -3.5948 -0.5138 -0.2121 -3.4 -2.5 -0.4
O -0.3807 1.5281 0.2139 -3.6 -2.4 -2.9
H -1.5659 -1.6238 0.2257 0.3 0.2 -0.1
H 0.1544 1.9158 0.8250 2.7 1.4 2.8
H 2.8599 1.0802 -0.6900 2.3 -0.1 -0.4
H -2.6698 1.1520 -0.1096 0.8 -0.7 0.2
H 1.1783 -1.9071 0.1052 0.8 -0.3 -0.4
H 2.8405 -1.3422 -0.3872 -0.8 -0.6 0.3
```
Positions in Å, forces in eV/Å.

Results
Strongest force on any atom   0.16605 Eh/bohr
Multiplicity   3
Expectation value of S²   2.0080
Electronic energy   -449.02587 hartree

The computed natural (NBO) charges, all in e, follow: atom 1 (C): 0.613, atom 2 (C): 0.068, atom 3 (N): -0.211, atom 4 (N): -0.757, atom 5 (N): -0.214, atom 6 (N): -0.836, atom 7 (O): -0.317, atom 8 (O): -0.570, atom 9 (H): 0.199, atom 10 (H): 0.473, atom 11 (H): 0.359, atom 12 (H): 0.374, atom 13 (H): 0.408, atom 14 (H): 0.409



Record 3
Formula: C4H14NO3
Source: OMol25
Level of theory: ωB97M-V/def2-TZVPD

```
22
Properties=species:S:1:pos:R:3:forces:R:3
C -0.8603 -1.9093 -0.3302 -1.9 0.1 0.7
N 0.1022 -0.9007 -0.6793 -1.4 1.8 -1.4
C -0.3944 0.4700 -0.4532 1.7 -1.0 1.8
C 0.7070 1.5307 -0.2378 1.1 -1.1 -1.0
C 0.7164 2.6235 -1.2964 1.6 0.6 -0.2
O -0.1003 0.5284 -3.2673 -0.6 0.0 1.4
H -1.9392 -1.7437 -0.6646 1.0 0.5 -0.2
H -0.9802 -1.8837 0.7700 0.5 -0.9 -0.4
H -0.6414 -2.8478 -0.8372 0.5 -0.2 0.7
H 0.1657 -0.8614 -1.7161 0.9 -0.7 0.6
H -1.0292 0.5461 0.4400 -0.6 -0.4 -0.8
H -0.7471 0.6147 -1.5120 -0.8 0.9 -1.3
H 0.7496 1.8533 0.7976 -0.4 0.0 0.1
H 1.5987 0.8664 -0.3709 -0.3 1.0 0.1
H 0.4231 3.6591 -1.0430 -1.0 -0.8 0.1
H 1.7639 2.8603 -1.5789 -0.3 -0.5 -0.1
H 0.4748 0.4302 3.2164 -0.1 0.2 0.0
H 0.2600 2.1769 -2.2006 0.0 0.7 0.0
O 0.0940 0.1309 2.3854 0.2 0.0 0.1
H -0.0771 -1.0566 2.7101 -0.6 -0.2 0.0
H 0.5148 -2.3828 3.4830 -0.1 -0.3 0.0
O -0.3319 -2.1698 3.0775 0.4 0.3 0.0
```
Positions in Å, forces in eV/Å.

Results
Strongest force on any atom   0.05232 Eh/bohr
Multiplicity   1
Net charge   -1
Electronic energy   -441.01455 hartree

The computed natural (NBO) charges, all in e, follow: atom 1 (C): -0.446, atom 2 (N): -0.496, atom 3 (C): -0.173, atom 4 (C): -0.434, atom 5 (C): -0.620, atom 6 (O): -0.476, atom 7 (H): 0.158, atom 8 (H): 0.271, atom 9 (H): 0.191, atom 10 (H): 0.390, atom 11 (H): 0.268, atom 12 (H): 0.228, atom 13 (H): 0.262, atom 14 (H): 0.222, atom 15 (H): 0.197, atom 16 (H): 0.197, atom 17 (H): 0.428, atom 18 (H): 0.239, atom 19 (O): -1.172, atom 20 (H): 0.484, atom 21 (H): 0.419, atom 22 (O): -1.135



Record 4
Formula: C17H42F6LiO14S2V2
Source: OMol25
Level of theory: ωB97M-V/def2-TZVPD

```
84
Properties=species:S:1:pos:R:3:forces:R:3
O -3.9556 -3.1293 -0.7749 0.7 1.0 -0.2
V -2.9983 -1.9416 -0.6297 -0.3 0.1 1.0
O -3.1868 2.5171 1.3476 0.9 2.7 -2.2
V -2.5202 3.3739 0.2093 0.2 -3.9 3.6
Li 0.3772 -0.3844 -3.4541 0.5 0.1 0.1
C -5.7198 1.6293 -2.5341 -1.2 -0.4 -1.5
F -6.4103 1.6477 -1.4196 0.3 -0.3 0.1
F -6.1930 0.6469 -3.3781 1.0 1.8 1.5
F -5.8396 2.8488 -3.1124 1.0 -2.0 0.7
S -3.8816 1.1176 -2.1708 0.9 0.9 -3.2
O -3.3713 2.1653 -1.2314 -0.3 0.0 -0.2
O -3.9108 -0.2455 -1.5652 0.0 -0.5 1.0
O -3.2112 1.1104 -3.4735 -1.0 0.1 2.5
C 0.9352 0.0624 0.8243 -0.3 0.1 -0.1
F 0.6489 0.0616 2.1017 -0.4 0.6 0.0
F 1.8740 0.9694 0.5470 -0.3 -1.3 0.1
F 1.2482 -1.2134 0.5190 0.0 1.5 -0.6
S -0.5450 0.6341 -0.3043 1.8 -1.6 -2.5
O -1.5633 -0.4310 -0.2324 0.1 -0.1 0.3
O -1.0128 1.9162 0.1420 0.0 1.0 0.5
O 0.0710 0.6675 -1.6626 -0.9 -0.5 1.6
C 3.1804 -3.2930 -3.0199 0.1 1.3 -0.4
C 2.9860 -1.7416 -2.8875 2.9 -0.5 -1.9
C 4.1262 -0.8638 -3.4294 2.0 -0.8 1.9
O 1.9946 -1.3590 -3.8672 -3.2 0.2 1.2
H 3.8788 -3.7889 -2.3458 -0.2 0.5 0.4
H 3.6004 -3.4796 -4.0083 -0.3 -0.2 -0.2
H 2.1792 -3.7130 -2.9235 0.1 -0.3 -0.1
H 2.8682 -1.5048 -1.8301 -1.3 0.5 -0.2
H 4.9946 -0.9700 -2.7793 0.3 -0.2 0.1
H 3.9745 0.2135 -3.3620 -0.7 -0.1 -0.4
H 4.5203 -1.1956 -4.3900 -0.4 0.1 -0.3
H 2.3930 -1.3203 -4.7398 0.4 -0.2 0.0
C 0.1000 6.4788 1.9462 -0.3 0.4 1.0
C 0.1024 5.1867 1.2096 2.5 0.1 -0.1
C 1.2142 4.2815 1.6532 1.7 -1.5 0.6
O -1.0441 4.4190 1.5774 -2.4 -0.4 -2.3
H 0.2173 6.2853 3.0124 -0.1 -0.1 0.3
H -0.8685 6.9613 1.8150 0.2 0.5 -0.1
H 0.9477 7.1270 1.7241 -0.2 0.0 -0.5
H 0.1894 5.4069 0.1456 -0.7 -0.5 -0.2
H 1.0736 3.9005 2.6647 -0.5 0.5 0.4
H 2.2525 4.6048 1.7278 -0.2 0.9 -0.5
H 1.2986 3.3313 1.1258 -0.4 0.2 -0.7
H -1.1656 4.6065 2.5111 -1.0 -0.3 0.7
C 2.0462 -4.8991 -0.0365 0.8 -1.8 -0.3
C 1.0733 -5.9645 -0.6619 5.6 -1.2 1.4
C 1.1524 -7.4144 -0.0734 0.2 -0.4 0.9
O -0.1016 -5.4490 -0.3858 -5.8 1.9 -0.6
H 2.0566 -4.9601 1.0518 0.1 -0.2 0.0
H 1.8533 -3.8593 -0.3006 -0.5 -0.1 -0.4
H 3.0202 -5.1628 -0.4487 0.4 0.3 0.5
H 1.3547 -5.9970 -1.7145 -0.5 0.0 -0.4
H 0.7950 -7.5207 0.9508 0.0 1.1 0.5
H 2.1128 -7.9234 0.0088 0.4 0.5 -0.6
H 0.4805 -8.1756 -0.4700 -0.1 0.4 -1.2
H -0.6518 -5.7732 -1.1025 -1.0 -0.1 0.3
C -2.1634 -4.0189 2.9408 -1.8 -1.1 -0.3
C -1.2215 -3.1660 2.1755 1.2 -0.4 1.9
O -1.6357 -3.1173 0.8065 -0.7 1.5 -1.6
H -1.8308 -4.4492 3.8854 0.1 0.6 0.1
H -2.3923 -4.8919 2.3297 0.6 -0.4 -0.2
H -3.1905 -3.6573 2.9900 0.1 0.7 0.7
H -0.2654 -3.6790 2.2794 0.3 -0.1 -0.9
H -0.9574 -2.2004 2.6069 -0.8 0.4 -0.4
H -1.1257 -3.8025 0.3683 0.4 -0.9 -0.6
C 2.8168 3.4971 -1.7716 1.5 0.1 1.2
C 1.6261 4.0565 -2.4806 0.8 0.8 1.3
O 0.4579 3.5174 -1.8385 -0.7 -0.2 -1.0
H 3.7819 3.6276 -2.2612 -0.2 0.2 -0.4
H 2.7810 2.4453 -1.4878 -0.4 -0.2 -0.3
H 2.9317 4.0292 -0.8273 0.0 -0.1 0.2
H 1.8332 3.9903 -3.5487 -1.3 -0.3 -0.3
H 1.5589 5.1026 -2.1822 0.1 0.2 -0.7
H 0.3327 2.6260 -2.1723 0.0 -0.1 0.1
C -1.5299 1.2540 4.4375 0.5 0.6 0.5
C -1.1987 2.7615 4.4693 -0.2 -0.6 0.4
O -2.3414 3.4468 3.9732 0.3 0.7 -0.7
H -0.6963 0.5929 4.6742 0.2 0.1 -0.1
H -1.9587 1.0101 3.4655 0.0 -0.1 0.0
H -2.2597 1.0713 5.2263 -0.2 -0.1 -0.2
H -0.3355 3.0722 3.8807 -0.2 -0.3 -0.4
H -0.9452 3.1425 5.4586 -0.2 -0.3 0.3
H -3.1124 3.2418 4.5072 0.0 0.0 0.2
```
Positions in Å, forces in eV/Å.

Results
Strongest force on any atom   0.11854 Eh/bohr
Multiplicity   3
Net charge   +3
Expectation value of S²   2.0942
Electronic energy   -5016.39890 hartree

The computed Mulliken charges, all in e, follow: atom 1 (O): -0.281, atom 2 (V): 1.510, atom 3 (O): -0.242, atom 4 (V): 1.271, atom 5 (Li): 0.839, atom 6 (C): 0.433, atom 7 (F): -0.144, atom 8 (F): -0.151, atom 9 (F): -0.137, atom 10 (S): 1.189, atom 11 (O): -0.792, atom 12 (O): -0.889, atom 13 (O): -0.603, atom 14 (C): 0.229, atom 15 (F): -0.074, atom 16 (F): -0.146, atom 17 (F): -0.074, atom 18 (S): -0.659, atom 19 (O): 0.411, atom 20 (O): 0.928, atom 21 (O): -0.573, atom 22 (C): -1.256, atom 23 (C): 0.815, atom 24 (C): -1.711, atom 25 (O): -0.545, atom 26 (H): 0.301, atom 27 (H): 0.408, atom 28 (H): 0.214, atom 29 (H): 0.257, atom 30 (H): 0.422, atom 31 (H): 0.370, atom 32 (H): 0.508, atom 33 (H): 0.321, atom 34 (C): -1.583, atom 35 (C): 0.710, atom 36 (C): -1.066, atom 37 (O): -0.105, atom 38 (H): 0.419, atom 39 (H): 0.379, atom 40 (H): 0.410, atom 41 (H): 0.243, atom 42 (H): 0.257, atom 43 (H): 0.493, atom 44 (H): -0.028, atom 45 (H): 0.203, atom 46 (C): -1.056, atom 47 (C): 0.477, atom 48 (C): -1.483, atom 49 (O): -0.384, atom 50 (H): 0.366, atom 51 (H): 0.073, atom 52 (H): 0.413, atom 53 (H): 0.243, atom 54 (H): 0.344, atom 55 (H): 0.382, atom 56 (H): 0.397, atom 57 (H): 0.259, atom 58 (C): -1.236, atom 59 (C): 0.120, atom 60 (O): 0.128, atom 61 (H): 0.405, atom 62 (H): 0.311, atom 63 (H): 0.317, atom 64 (H): 0.108, atom 65 (H): 0.129, atom 66 (H): 0.178, atom 67 (C): -0.459, atom 68 (C): -0.521, atom 69 (O): -0.302, atom 70 (H): 0.416, atom 71 (H): -0.056, atom 72 (H): 0.092, atom 73 (H): 0.382, atom 74 (H): 0.287, atom 75 (H): 0.136, atom 76 (C): -1.138, atom 77 (C): 0.493, atom 78 (O): -0.598, atom 79 (H): 0.336, atom 80 (H): 0.146, atom 81 (H): 0.479, atom 82 (H): -0.352, atom 83 (H): 0.347, atom 84 (H): 0.340



Record 5
Formula: C5H10O2
Source: OMol25
Level of theory: ωB97M-V/def2-TZVPD

```
17
Properties=species:S:1:pos:R:3:forces:R:3
C -3.0738 0.0917 -0.6908 -0.2 0.0 -0.1
O -2.4343 1.3092 -0.2923 0.0 -0.1 -0.1
C -1.1887 1.1386 0.2288 0.2 -0.2 0.0
C -0.3319 0.2402 -0.2440 0.0 0.1 0.0
C 0.8881 -0.2195 0.4574 -0.2 0.0 0.2
O 2.0264 0.1141 -0.2957 0.0 0.1 -0.1
C 3.1718 -0.4959 0.2264 0.4 -0.1 0.1
H -3.8815 0.3814 -1.3631 0.0 -0.1 0.2
H -2.4229 -0.6168 -1.2198 -0.2 0.4 0.1
H -3.4576 -0.4178 0.2052 0.0 0.1 -0.2
H -0.9641 1.8210 1.0527 -0.2 -0.3 -0.1
H -0.5502 -0.2484 -1.1883 0.0 -0.1 0.2
H 0.9429 0.1911 1.4810 0.1 0.0 -0.2
H 0.8219 -1.3200 0.5629 0.1 0.2 0.0
H 3.3459 -0.1973 1.2726 0.0 0.0 -0.1
H 4.0167 -0.1767 -0.3853 0.0 -0.1 0.1
H 3.0916 -1.5948 0.1924 0.0 0.2 0.0
```
Positions in Å, forces in eV/Å.

Results
Strongest force on any atom   0.00930 Eh/bohr
Multiplicity   1
Electronic energy   -346.91686 hartree

The computed natural (NBO) charges, all in e, follow: atom 1 (C): -0.251, atom 2 (O): -0.520, atom 3 (C): 0.165, atom 4 (C): -0.313, atom 5 (C): -0.090, atom 6 (O): -0.531, atom 7 (C): -0.248, atom 8 (H): 0.196, atom 9 (H): 0.178, atom 10 (H): 0.179, atom 11 (H): 0.184, atom 12 (H): 0.201, atom 13 (H): 0.166, atom 14 (H): 0.167, atom 15 (H): 0.162, atom 16 (H): 0.194, atom 17 (H): 0.161



Record 6
Formula: C19H16ClN5O5PdS
Source: OMol25
Level of theory: ωB97M-V/def2-TZVPD

```
48
Properties=species:S:1:pos:R:3:forces:R:3
Pd 0.1481 -0.1759 -0.3198 0.0 -0.1 0.0
O 4.5314 0.0939 4.0485 0.0 0.0 0.0
C 3.4057 -0.0591 4.6280 -0.1 0.0 0.0
O 3.2154 -0.1914 5.8353 0.0 0.0 0.0
C 2.1971 -0.0844 3.7148 0.0 0.0 0.0
C 0.8854 -0.2546 4.0947 0.0 0.0 0.0
Cl 0.1846 -0.4097 5.6439 0.0 0.0 0.0
N 0.1069 -0.2292 2.9820 0.0 0.0 0.0
N 0.8567 -0.0394 1.8841 0.0 0.0 0.1
C 2.1072 0.0462 2.3018 0.0 0.0 -0.1
C 3.1463 0.2535 1.2308 0.0 0.0 0.0
O 4.3840 0.3048 1.6299 0.0 0.0 0.0
O 2.7927 0.3558 0.0737 0.0 0.0 0.0
C -1.3079 -0.3394 2.8530 0.1 0.0 0.0
C -1.9769 0.6227 2.1134 0.0 0.0 0.0
C -3.3441 0.4974 1.9161 -0.1 0.0 0.0
C -4.0317 -0.5723 2.4762 0.0 0.0 0.0
C -3.3507 -1.5255 3.2237 0.0 0.0 0.0
C -1.9789 -1.4194 3.4047 0.0 0.0 0.0
H 4.4607 0.2103 2.7143 0.0 0.0 0.0
H -1.4167 1.4389 1.6789 0.0 0.0 0.0
H -3.8769 1.2242 1.3159 0.0 0.0 0.0
H -5.0984 -0.6658 2.3144 0.0 0.0 0.0
H -3.8821 -2.3674 3.6500 0.0 0.0 0.0
H -1.4296 -2.1708 3.9554 0.0 0.0 0.0
C -3.0408 -3.5169 -0.7920 0.0 0.0 0.0
C -2.0263 -2.5545 -0.1997 0.0 0.0 0.0
S -1.1347 -1.5259 -1.4152 -0.1 0.1 0.0
O -0.8201 -2.4630 -2.5433 0.0 0.0 0.0
C -2.5754 -0.5948 -2.0126 0.0 0.0 0.0
C -2.1596 0.3102 -3.1591 0.0 0.0 0.0
H -3.3210 -4.2761 -0.0574 0.0 0.0 0.0
H -2.6074 -4.0159 -1.6605 0.0 0.0 0.0
H -3.9546 -3.0118 -1.1062 0.0 0.0 0.0
H -1.2189 -3.0904 0.3007 0.0 0.0 0.0
H -2.4546 -1.8569 0.5220 0.0 0.0 0.0
H -2.9617 -0.0271 -1.1628 0.0 0.0 0.0
H -3.3277 -1.3141 -2.3436 0.0 0.0 0.0
H -1.3584 0.9784 -2.8426 0.0 0.0 0.0
H -3.0043 0.9158 -3.4928 0.0 0.0 0.0
H -1.8007 -0.2927 -3.9945 0.0 0.0 0.0
N -0.6354 2.1808 -0.5372 0.0 0.1 0.1
C -1.5900 2.7999 -0.7547 0.0 0.0 -0.1
C -2.7755 3.5059 -1.0385 0.0 0.0 0.0
C -4.0093 2.8279 -1.0031 0.0 0.0 0.0
N -5.0259 2.2723 -0.9710 0.0 0.0 0.0
C -2.7432 4.8822 -1.3458 0.0 0.0 0.0
N -2.7316 6.0115 -1.5997 0.0 0.0 0.0
```
Positions in Å, forces in eV/Å.

Results
Strongest force on any atom   0.00219 Eh/bohr
Multiplicity   1
Net charge   -2
Electronic energy   -2369.97496 hartree

The computed natural (NBO) charges, all in e, follow: atom 1 (Pd): 0.068, atom 2 (O): -0.747, atom 3 (C): 0.776, atom 4 (O): -0.698, atom 5 (C): -0.256, atom 6 (C): 0.148, atom 7 (Cl): 0.051, atom 8 (N): -0.220, atom 9 (N): -0.257, atom 10 (C): 0.024, atom 11 (C): 0.778, atom 12 (O): -0.701, atom 13 (O): -0.623, atom 14 (C): 0.214, atom 15 (C): -0.219, atom 16 (C): -0.207, atom 17 (C): -0.221, atom 18 (C): -0.226, atom 19 (C): -0.237, atom 20 (H): 0.492, atom 21 (H): 0.261, atom 22 (H): 0.240, atom 23 (H): 0.209, atom 24 (H): 0.203, atom 25 (H): 0.223, atom 26 (C): -0.634, atom 27 (C): -0.620, atom 28 (S): 1.290, atom 29 (O): -1.041, atom 30 (C): -0.612, atom 31 (C): -0.629, atom 32 (H): 0.196, atom 33 (H): 0.232, atom 34 (H): 0.199, atom 35 (H): 0.223, atom 36 (H): 0.230, atom 37 (H): 0.227, atom 38 (H): 0.201, atom 39 (H): 0.234, atom 40 (H): 0.209, atom 41 (H): 0.212, atom 42 (N): -0.463, atom 43 (C): 0.341, atom 44 (C): -0.625, atom 45 (C): 0.332, atom 46 (N): -0.460, atom 47 (C): 0.330, atom 48 (N): -0.447